Record 1
Computed, not measured: a single C6H4O molecule, with ωB97M-V/def2-TZVPD.

Properties
HOMO level = -10.22 eV
Gap between HOMO and LUMO = 9.96 eV
Structure (SMILES) = C#CC(=O)C#CC
Total charge = 0
ΔE to the lowest compared entry with this formula, charge and spin = 52.6 kcal/mol

Each line ends with the Löwdin charge.
Geometry (Å):
C 2.406 -0.713 -0.512  -0.0885
C 0.994 -0.618 -0.156  -0.0413
C -0.171 -0.534 0.147  0.0586
C -1.565 -0.431 0.538  -0.4493
O -2.205 -1.372 0.958  0.1102
C -2.145 0.900 0.390  -0.0345
C -2.616 2.003 0.277  0.1533
H 2.519 -1.003 -1.561  0.0854
H 2.911 -1.463 0.106  0.0842
H 2.905 0.249 -0.367  0.0832
H -3.033 2.982 0.180  0.0386

---

Record 2
Computed, not measured: a molecular structure, C11H23N2O4P2Yb, with ωB97M-V/def2-TZVPD.

Properties
HOMO level (spin up / spin down) = -14.02 / -14.02 eV
Gap between HOMO and LUMO (spin up / spin down) = 6.52 / 5.16 eV
Total charge = +2
ΔE to the lowest compared entry with this formula, charge and spin = 28.0 kcal/mol
Spin multiplicity = 2

Each line ends with the Löwdin spin population.
Geometry (Å):
Yb 0.203 -0.023 0.524  1.0042
P 1.914 -1.773 -1.146  -0.0002
C 0.598 -2.594 -2.020  -0.0003
C -0.800 -2.470 -1.665  -0.0002
N -1.203 -1.428 -0.867  -0.0018
C -2.504 -1.080 -0.822  0.0002
C -3.491 -1.858 -1.436  -0.0001
C -3.096 -2.972 -2.195  0.0001
C -1.748 -3.308 -2.276  -0.0002
C -2.969 0.154 -0.026  0.0010
P -1.905 1.672 -0.158  -0.0006
H -1.379 -4.107 -2.901  0.0000
H -4.541 -1.614 -1.307  0.0000
H -3.814 -3.606 -2.684  0.0000
H -3.965 0.460 -0.386  0.0002
H -3.064 -0.082 1.056  0.0001
H 0.547 -1.562 -3.385  0.0000
H 0.869 -3.491 -2.606  0.0000
H 0.442 0.466 -2.899  0.0000
O 0.323 -0.700 -3.916  0.0000
H 0.847 -0.721 -4.744  0.0000
H 1.662 -0.406 -1.349  -0.0001
O 0.532 1.065 -2.031  0.0006
H 1.106 1.827 -2.239  0.0000
C -2.265 2.257 -1.862  -0.0003
H -3.343 2.388 -2.056  0.0000
H -1.757 3.233 -1.957  0.0000
H -1.831 1.558 -2.593  0.0000
C -2.898 2.851 0.832  -0.0002
H -2.299 3.773 0.908  0.0000
H -3.862 3.065 0.343  0.0000
H -3.053 2.418 1.834  0.0000
C 1.915 -2.139 0.641  0.0000
H 2.460 -3.086 0.785  -0.0001
H 2.470 -1.340 1.169  -0.0001
H 0.915 -2.277 1.105  0.0001
C 3.481 -1.999 -1.967  0.0000
H 4.303 -1.687 -1.319  0.0000
H 3.642 -3.062 -2.206  0.0000
H 3.522 -1.427 -2.903  0.0000
O 0.026 -0.763 4.106  0.0002
N 0.001 -0.556 2.906  -0.0008
O -0.816 -1.242 2.135  -0.0018

---

| no. | F_max (Eh/bohr) |
| --- | --- |
| 1 | 0.0115 |
| 2 | 0.0776 |